[1]
# C17H30FN5O3PS

A 2-piece molecular cluster, C17H30FN5O3PS overall in a non-equilibrium geometry (ωB97M-V/def2-TZVPD, OMol25).

The calculation puts the strongest force on any atom at 0.06715 hartree/bohr. The HOMO energy comes out at -9.76 eV. The value obtained for the electronic energy is -2004.33320 a.u. The charge is +1.

Last columns: bonded neighbours and bond lengths (Å).
Positions of all 58 atoms, in Å:
1 C -1.9603 0.5892 -2.9478  C2 1.521, H24 1.088, H25 1.088, H26 1.088
2 C -0.4669 0.4091 -2.7243  C1 1.521, C3 1.535, H27 1.089, H28 1.091
3 C 0.0905 1.4497 -1.7433  C2 1.535, C4 1.534, H29 1.096, H30 1.088
4 C 1.6249 1.4625 -1.7524  C3 1.534, C5 1.544, H31 1.092, H32 1.089
5 C 2.2918 2.7742 -1.2834  C4 1.544, C6 1.532, H33 1.085, H34 1.094
6 C 1.5894 3.5431 -0.1605  C5 1.532, C7 1.529, H35 1.088, H36 1.090
7 C 1.9623 3.0949 1.2531  C6 1.529, C8 1.526, H37 1.090, H38 1.095
8 C 1.6819 1.6212 1.5330  C7 1.526, C9 1.550, H39 1.085, H40 1.088
9 C 2.3425 1.1592 2.8570  C8 1.550, C10 1.511, H41 1.087, H42 1.088
10 C 1.5161 0.1933 3.6746  C9 1.511, N11 1.547, C14 1.564, N20 1.480
11 N 2.3280 0.1218 4.9898  C10 1.547, C12 1.228
12 C 3.3110 -0.6138 5.0107  N11 1.228, S13 1.556
13 S 4.5859 -1.4976 4.8831  C12 1.556
14 C 0.1019 0.6215 4.1873  C10 1.564, O15 1.379, N16 1.484, H43 1.088
15 O 0.1378 1.1138 5.4755  C14 1.379, H44 0.960
16 N -0.6533 -0.6543 4.1236  C14 1.484, C17 1.373, H45 1.015
17 C 0.3058 -1.6262 3.9812  N16 1.373, N18 1.292, N20 1.383
18 N 0.1325 -2.8053 4.4814  C17 1.292, F19 1.326, H46 1.014
19 F -0.9869 -3.1486 5.1047  N18 1.326
20 N 1.4320 -1.2313 3.2819  C10 1.480, C17 1.383, P21 1.833
21 P 1.0181 -1.5644 1.5271  N20 1.833, O22 1.631, O23 1.616
22 O -0.0364 -2.8082 1.5632  P21 1.631, H47 0.973
23 O 2.4185 -2.0745 0.9029  P21 1.616, H48 0.973
24 H -2.5314 0.6017 -2.0216  C1 1.088
25 H -2.1457 1.5423 -3.4397  C1 1.088
26 H -2.3168 -0.2095 -3.5953  C1 1.088
27 H 0.0903 0.5302 -3.6522  C2 1.089
28 H -0.2410 -0.5819 -2.3287  C2 1.091
29 H -0.2174 1.1108 -0.7479  C3 1.096
30 H -0.3233 2.4433 -1.9017  C3 1.088
31 H 1.9266 1.3139 -2.7909  C4 1.092
32 H 1.9993 0.5819 -1.2335  C4 1.089
33 H 2.4888 3.4047 -2.1442  C5 1.085
34 H 3.2809 2.5054 -0.9012  C5 1.094
35 H 0.5051 3.5763 -0.2441  C6 1.088
36 H 1.9224 4.5787 -0.2345  C6 1.090
37 H 2.9833 3.3604 1.5273  C7 1.090
38 H 1.3232 3.6688 1.9321  C7 1.095
39 H 2.1208 1.0125 0.7498  C8 1.085
40 H 0.6048 1.4709 1.5633  C8 1.088
41 H 2.5957 2.0125 3.4803  C9 1.087
42 H 3.2846 0.6863 2.5878  C9 1.088
43 H -0.4688 1.3254 3.5848  C14 1.088
44 H -0.1407 2.0325 5.4645  O15 0.960
45 H -1.3363 -0.6339 3.3729  N16 1.015
46 H 0.8487 -3.5202 4.4116  N18 1.014
47 H 0.4006 -3.6772 1.5927  O22 0.973
48 H 2.6606 -2.9473 1.2593  O23 0.973
49 N -5.1610 -1.8514 -5.1036  C50 1.368, C53 1.368, H54 1.003
50 C -5.0218 -2.2959 -6.3900  N49 1.368, C51 1.368, H55 1.076
51 C -4.0163 -3.2240 -6.4082  C50 1.368, C52 1.421, H56 1.077
52 C -3.5314 -3.3484 -5.0781  C51 1.421, C53 1.369, H57 1.077
53 C -4.2592 -2.4907 -4.2974  N49 1.368, C52 1.369, H58 1.077
54 H -5.8229 -1.1626 -4.7990  N49 1.003
55 H -5.6475 -1.9143 -7.1782  C50 1.076
56 H -3.6671 -3.7560 -7.2768  C51 1.077
57 H -2.7402 -3.9942 -4.7356  C52 1.077
58 H -4.2137 -2.2803 -3.2425  C53 1.077

***

[2]
# C17H30N2S

C17H30N2S in the gas phase (ωB97M-V/def2-TZVPD, OMol25).

The calculation puts the strongest force on any atom at 0.01537 hartree/bohr. The HOMO energy comes out at -7.99 eV. The value obtained for the electronic energy is -1173.52065 a.u. The energy above the lowest of the compared OMol25 structures with the same formula, charge and spin comes out at 0.022 eV. The structure (SMILES) is S=C1NC[C@H](CC2CCCCC2)N1CC1CCCCC1.

Last columns: bonded neighbours and bond lengths (Å).
Positions of all 50 atoms, in Å:
1 S -2.3385 2.8856 -0.5595  C2 1.642
2 C -1.0122 2.1323 0.0494  S1 1.642, N3 1.361, N13 1.347
3 N -0.0873 2.7181 0.8581  C2 1.361, C4 1.446, H21 1.006
4 C 0.8175 1.7321 1.4060  N3 1.446, C5 1.541, H22 1.099, H23 1.091
5 C 0.6511 0.5571 0.4223  C4 1.541, C6 1.539, N13 1.455, H24 1.095
6 C 1.7612 0.4917 -0.6417  C5 1.539, C7 1.532, H25 1.092, H26 1.091
7 C 2.9042 -0.4669 -0.2917  C6 1.532, C8 1.531, C12 1.529, H27 1.097
8 C 3.8711 -0.5758 -1.4738  C7 1.531, C9 1.526, H28 1.092, H29 1.092
9 C 5.0046 -1.5509 -1.1708  C8 1.526, C10 1.525, H30 1.092, H31 1.093
10 C 5.7639 -1.1142 0.0772  C9 1.525, C11 1.525, H32 1.092, H33 1.092
11 C 4.8097 -1.0096 1.2617  C10 1.525, C12 1.527, H34 1.092, H35 1.093
12 C 3.6746 -0.0347 0.9567  C7 1.529, C11 1.527, H36 1.092, H37 1.093
13 N -0.6366 0.8598 -0.1829  C2 1.347, C5 1.455, C14 1.439
14 C -1.3720 -0.0512 -1.0190  N13 1.439, C15 1.536, H38 1.096, H39 1.092
15 C -2.6337 -0.5917 -0.3289  C14 1.536, C16 1.528, C20 1.528, H40 1.094
16 C -3.4146 -1.4830 -1.2937  C15 1.528, C17 1.526, H41 1.094, H42 1.092
17 C -4.6827 -2.0129 -0.6318  C16 1.526, C18 1.525, H43 1.092, H44 1.092
18 C -4.3397 -2.7891 0.6356  C17 1.525, C19 1.525, H45 1.093, H46 1.092
19 C -3.5619 -1.9024 1.6022  C18 1.525, C20 1.526, H47 1.092, H48 1.092
20 C -2.2935 -1.3706 0.9411  C15 1.528, C19 1.526, H49 1.094, H50 1.092
21 H -0.3165 3.5628 1.3536  N3 1.006
22 H 0.5299 1.4462 2.4277  C4 1.099
23 H 1.8379 2.1177 1.4249  C4 1.091
24 H 0.5935 -0.4046 0.9435  C5 1.095
25 H 1.3137 0.1561 -1.5800  C6 1.092
26 H 2.1547 1.4947 -0.8158  C6 1.091
27 H 2.4757 -1.4592 -0.1050  C7 1.097
28 H 3.3300 -0.9052 -2.3636  C8 1.092
29 H 4.2897 0.4108 -1.6851  C8 1.092
30 H 5.6844 -1.6021 -2.0234  C9 1.092
31 H 4.5914 -2.5498 -1.0123  C9 1.093
32 H 6.5587 -1.8285 0.3006  C10 1.092
33 H 6.2279 -0.1418 -0.1021  C10 1.092
34 H 5.3511 -0.6766 2.1495  C11 1.092
35 H 4.3909 -1.9955 1.4766  C11 1.093
36 H 3.0015 0.0136 1.8147  C12 1.092
37 H 4.0914 0.9622 0.7945  C12 1.093
38 H -1.6718 0.4780 -1.9302  C14 1.096
39 H -0.7119 -0.8785 -1.2895  C14 1.092
40 H -3.2571 0.2663 -0.0601  C15 1.094
41 H -2.7856 -2.3236 -1.5998  C16 1.094
42 H -3.6745 -0.9142 -2.1884  C16 1.092
43 H -5.2230 -2.6564 -1.3293  C17 1.092
44 H -5.3327 -1.1732 -0.3776  C17 1.092
45 H -3.7344 -3.6609 0.3751  C18 1.093
46 H -5.2539 -3.1473 1.1130  C18 1.092
47 H -3.3026 -2.4663 2.5012  C19 1.092
48 H -4.1888 -1.0603 1.9036  C19 1.092
49 H -1.6371 -2.2085 0.6885  C20 1.094
50 H -1.7640 -0.7221 1.6429  C20 1.092

***

> What is the electronic energy in the first record?

-2004.33320 a.u.